Entry 1:
Molecular formula: C29H55BrN3O2
Method: DFT, wB97M-V/def2-TZVPD

ORCA input file:
```
! wB97M-V def2-TZVPD RIJCOSX def2/J DEFGRID3
* xyz 1 1
C 3.355 2.751 3.827
C 2.704 2.393 2.412
C 1.886 1.060 2.638
N 0.903 0.791 1.531
C 0.046 1.969 1.207
Br -1.094 2.491 2.718
C -0.731 1.660 -0.137
C -2.263 1.447 0.032
O -2.498 0.271 0.820
C -3.935 0.247 1.047
C -4.505 -1.164 0.552
O -4.486 -2.072 1.667
C -3.334 -2.843 1.741
C -3.154 -3.962 0.798
C -2.000 -4.846 0.856
C -0.934 -4.686 1.860
C 0.224 -5.745 1.843
C 0.856 -5.945 3.296
C -0.487 -7.154 1.533
C 1.297 -5.559 0.705
C 1.917 -4.136 0.541
C 3.227 -4.329 -0.360
C 1.018 -3.098 -0.242
C 2.415 -3.461 1.868
C -1.079 -3.551 2.768
C -2.253 -2.649 2.714
C 1.003 3.210 0.887
N 1.887 3.539 2.002
H 2.855 2.196 4.658
H 3.220 3.843 4.024
H 4.435 2.457 3.833
H 3.559 2.206 1.717
H 1.329 1.138 3.601
H 2.580 0.187 2.672
H 1.429 0.526 0.687
H 0.299 0.006 1.822
H -0.308 0.718 -0.593
H -0.573 2.488 -0.877
H -2.744 2.363 0.463
H -2.731 1.250 -0.977
H -4.460 1.101 0.561
H -4.048 0.260 2.166
H -5.572 -0.937 0.274
H -3.977 -1.544 -0.353
H -3.955 -4.116 0.046
H -1.989 -5.649 0.088
H 1.004 -4.926 3.733
H 0.108 -6.467 3.936
H 1.843 -6.475 3.248
H -0.729 -7.202 0.447
H -1.455 -7.177 2.103
H 0.158 -7.998 1.880
H 0.770 -5.788 -0.267
H 2.104 -6.340 0.781
H 2.969 -5.083 -1.156
H 3.583 -3.363 -0.785
H 4.006 -4.827 0.276
H 0.560 -3.590 -1.131
H 0.276 -2.590 0.426
H 1.711 -2.289 -0.617
H 1.636 -2.895 2.429
H 2.843 -4.270 2.524
H 3.301 -2.813 1.609
H -0.316 -3.355 3.553
H -2.371 -1.793 3.410
H 1.621 2.927 -0.016
H 0.391 4.099 0.578
H 1.382 3.910 2.803
C 2.245 5.059 -4.722
C 1.005 4.613 -3.960
N 0.035 5.676 -3.756
C -0.997 5.337 -2.788
C -1.948 4.189 -3.134
C -0.433 6.356 -4.957
C -1.085 5.508 -6.051
H 2.712 5.923 -4.245
H 2.979 4.250 -4.741
H 2.017 5.314 -5.758
H 1.343 4.258 -2.979
H 0.564 3.745 -4.471
H -1.588 6.231 -2.568
H -0.498 5.091 -1.841
H -2.675 4.479 -3.890
H -2.515 3.905 -2.241
H -1.417 3.299 -3.479
H 0.416 6.883 -5.401
H -1.124 7.156 -4.673
H -0.526 4.595 -6.262
H -1.131 6.081 -6.980
H -2.110 5.236 -5.797
*
```

ΔE to the lowest compared entry with this formula, charge and spin	3.236	eV



Entry 2:
Molecular formula: C29H56BrFN3O6
Method: DFT, wB97M-V/def2-TZVPD

ORCA input file:
```
! wB97M-V def2-TZVPD RIJCOSX def2/J DEFGRID3
* xyz 1 1
C -1.539 -0.927 0.820
C -1.113 -1.655 2.168
O 0.300 -1.877 2.294
C 0.702 -3.161 1.811
C 1.082 -3.166 0.271
O 2.073 -2.138 0.057
C 3.322 -2.790 -0.220
C 4.429 -1.716 -0.516
C 4.377 -1.114 -1.859
C 3.309 -1.487 -2.941
N 3.536 -2.795 -3.602
C 3.065 -2.763 -5.032
C 5.403 -0.076 -2.231
N 5.367 0.465 -3.544
C 5.098 1.740 -3.587
C 3.906 2.452 -2.878
C 6.061 2.655 -4.428
C 6.375 0.293 -1.177
C 7.466 1.379 -1.534
C 6.328 -0.334 0.165
C 7.377 0.185 1.190
C 6.957 1.688 1.578
F 8.077 2.557 1.480
N 5.375 -1.326 0.440
C 5.405 -1.925 1.794
C 4.670 -0.900 2.790
C 5.285 -0.895 4.236
Br 5.128 -2.670 5.069
H -0.916 -1.232 -0.063
H -2.608 -1.210 0.619
H -1.381 0.171 0.974
H -1.735 -2.585 2.316
H -1.395 -0.951 3.005
H 1.550 -3.516 2.466
H -0.121 -3.934 1.936
H 1.524 -4.183 0.032
H 0.162 -3.064 -0.359
H 3.172 -3.355 -1.191
H 3.621 -3.559 0.539
H 3.198 -0.681 -3.709
H 2.310 -1.562 -2.404
H 2.933 -3.506 -3.177
H 3.901 -2.590 -5.755
H 2.604 -3.773 -5.250
H 2.232 -2.012 -5.110
H 4.286 3.344 -2.293
H 3.241 2.889 -3.681
H 3.328 1.777 -2.186
H 6.661 1.981 -5.105
H 5.506 3.365 -5.108
H 6.792 3.196 -3.774
H 7.132 2.371 -1.116
H 8.461 1.152 -1.071
H 7.573 1.444 -2.650
H 7.427 -0.375 2.153
H 8.389 0.260 0.707
H 6.578 1.676 2.638
H 6.134 2.043 0.892
H 6.465 -2.140 2.122
H 4.855 -2.890 1.889
H 4.585 0.120 2.319
H 3.606 -1.284 2.863
H 4.676 -0.186 4.865
H 6.343 -0.522 4.170
C -8.836 -2.178 1.640
O -8.383 -1.509 0.473
C -7.532 -0.407 0.772
C -6.073 -0.752 0.523
O -5.604 -1.720 1.463
C -5.516 -3.018 0.897
H -9.326 -3.102 1.332
H -8.008 -2.428 2.308
H -9.564 -1.555 2.170
H -7.681 -0.064 1.801
H -7.818 0.409 0.101
H -5.470 0.149 0.666
H -5.924 -1.099 -0.504
H -4.680 -3.061 0.190
H -6.442 -3.300 0.391
H -5.328 -3.729 1.702
C -7.193 3.715 1.831
O -7.791 3.163 0.668
C -9.215 3.194 0.724
C -9.779 4.314 -0.135
O -9.460 5.592 0.406
C -8.404 6.229 -0.294
H -6.124 3.823 1.645
H -7.607 4.699 2.068
H -7.335 3.040 2.682
H -9.564 3.284 1.758
H -9.571 2.237 0.331
H -10.870 4.235 -0.143
H -9.426 4.227 -1.168
H -8.753 6.557 -1.279
H -7.540 5.569 -0.409
H -8.099 7.107 0.277
*
```



Largest force on an atom (computed, hartree/bohr): 0.0725; 0.0735
Frontier orbital gap (computed, eV): 7.40; 6.95
LUMO level (computed, eV): -2.8; -3.5